Below is a molecular structure, C16H29N8NiO9S, with properties calculated with wB97M-V/def2-TZVPD.

Values from the calculation:
total charge = +1
spin multiplicity = 3
⟨S²⟩ = 2.0043
LUMO level (alpha / beta) = -2.97 / -2.98 eV
Kohn-Sham gap (alpha / beta) = 0.313 / 0.313 hartree
relative energy (zero: lowest compared OMol25 entry of this formula, charge and spin) = 0.000 eV

Cartesian coordinates (Å):
Ni (-1.69, -0.30, 1.75)
O (-2.28, 1.19, 5.58)
C (-1.55, 0.79, 4.55)
O (-1.88, 1.03, 3.41)
C (-0.29, 0.11, 5.02)
O (0.54, -0.33, 3.99)
C (0.69, -1.74, 3.89)
C (-0.47, -2.48, 3.20)
O (-0.29, -3.64, 2.89)
O (-1.54, -1.79, 3.00)
H (-3.07, 1.65, 5.25)
H (-0.58, -0.69, 5.72)
H (0.24, 0.86, 5.61)
H (0.84, -2.18, 4.88)
H (1.61, -1.91, 3.33)
C (-3.80, 3.37, -0.49)
N (-3.96, 2.03, -1.06)
C (-4.44, 1.93, -2.43)
C (-3.38, 0.99, -0.42)
N (-2.81, 1.07, 0.74)
N (-3.44, -0.22, -1.10)
C (-3.11, -1.48, -0.64)
N (-3.65, -2.48, -1.39)
N (-2.33, -1.65, 0.36)
H (-4.39, 4.07, -1.07)
H (-2.76, 3.69, -0.49)
H (-4.19, 3.40, 0.53)
H (-4.88, 2.88, -2.72)
H (-5.24, 1.19, -2.53)
H (-3.63, 1.70, -3.14)
H (-2.88, 1.99, 1.14)
H (-3.88, -0.19, -2.01)
H (-4.53, -2.34, -1.85)
H (-3.47, -3.43, -1.11)
H (-2.27, -2.61, 0.69)
C (3.60, -0.93, -5.15)
C (4.85, -0.74, -4.32)
S (4.64, -1.16, -2.60)
O (4.04, -2.47, -2.50)
O (5.88, -0.88, -1.91)
C (3.42, -0.01, -1.97)
C (3.40, -0.16, -0.46)
N (2.15, 0.33, 0.12)
C (1.11, -0.46, 0.48)
N (0.12, 0.26, 0.99)
C (0.51, 1.56, 0.96)
C (1.76, 1.62, 0.42)
N (2.53, 2.80, 0.17)
O (3.60, 2.67, -0.40)
O (2.04, 3.85, 0.53)
C (1.13, -1.94, 0.32)
H (3.84, -0.79, -6.20)
H (2.83, -0.21, -4.89)
H (3.20, -1.94, -5.02)
H (5.24, 0.28, -4.34)
H (5.66, -1.41, -4.63)
H (2.46, -0.29, -2.41)
H (3.68, 1.01, -2.26)
H (4.24, 0.35, 0.00)
H (3.46, -1.22, -0.19)
H (-0.09, 2.37, 1.33)
H (1.35, -2.22, -0.71)
H (0.17, -2.35, 0.60)
H (1.89, -2.39, 0.96)

=====

Below is a single C2H3NS3 molecule at a distorted geometry, with properties calculated with wB97M-V/def2-TZVPD.

Values from the calculation:
SMILES = S=CS/C=N\S
LUMO level = -0.83 eV
Kohn-Sham gap = 0.295 hartree
relative energy (zero: lowest compared OMol25 entry of this formula, charge and spin) = 3.145 eV

Cartesian coordinates (Å):
S (1.60, 2.35, -0.16)
C (0.49, 1.08, -0.10)
S (1.15, -0.52, 0.68)
C (-0.50, -1.16, 1.13)
N (-1.53, -1.65, 0.43)
S (-1.83, -0.95, -1.13)
H (-0.72, 1.10, -0.57)
H (-0.33, -1.62, 2.19)
H (-2.98, -1.61, -1.16)

=====

Below is a molecular structure, C24H38Cl5N5O2SSi3Y at a distorted geometry, with properties calculated with wB97M-V/def2-TZVPD.

Values from the calculation:
total charge = +1
LUMO level (alpha / beta) = -8.31 / -2.07 eV
Kohn-Sham gap (alpha / beta) = 0.067 / 0.297 hartree
relative energy (zero: lowest compared OMol25 entry of this formula, charge and spin) = 2.223 eV

Cartesian coordinates (Å):
Y (0.02, 0.51, 1.38)
C (-2.29, -2.31, 0.87)
Si (-0.63, -2.68, 0.03)
C (-0.89, -3.62, -1.57)
C (0.13, -3.97, 1.18)
C (0.39, -1.15, -0.26)
Si (-0.08, -0.24, -1.91)
C (1.76, 2.48, -1.78)
C (1.36, -0.86, -2.96)
C (-1.98, -0.32, -1.70)
Si (2.14, -1.43, 0.21)
C (3.15, 0.16, 0.18)
C (3.17, -2.78, -0.56)
C (2.07, -1.79, 2.10)
C (3.01, -2.57, 2.78)
C (2.82, -2.86, 4.12)
C (1.70, -2.36, 4.77)
C (0.83, -1.57, 4.05)
N (1.01, -1.29, 2.76)
H (-2.59, -3.18, 1.46)
H (-3.09, -2.09, 0.17)
H (-2.23, -1.46, 1.56)
H (-1.71, -4.35, -1.49)
H (0.03, -4.18, -1.81)
H (-1.11, -2.97, -2.43)
H (-0.42, -4.91, 1.03)
H (0.03, -3.70, 2.23)
H (1.18, -4.18, 0.98)
H (2.29, 1.69, -2.29)
H (2.37, 2.85, -0.95)
H (1.58, 3.30, -2.47)
H (2.29, -0.83, -2.38)
H (1.53, -0.32, -3.90)
H (1.18, -1.92, -3.20)
H (-2.24, -0.14, -0.65)
H (-2.40, -1.30, -1.95)
H (-2.49, 0.43, -2.30)
H (3.44, 0.46, -0.83)
H (4.06, 0.02, 0.77)
H (2.64, 1.03, 0.63)
H (3.10, -2.75, -1.65)
H (2.82, -3.77, -0.24)
H (4.22, -2.69, -0.28)
H (3.86, -2.97, 2.24)
H (3.53, -3.48, 4.65)
H (1.51, -2.57, 5.81)
H (-0.04, -1.14, 4.53)
Cl (-3.87, 6.19, -0.62)
C (-3.28, 4.78, 0.15)
C (-1.97, 4.73, 0.62)
Cl (-0.92, 6.08, 0.43)
C (-1.51, 3.58, 1.25)
Cl (0.14, 3.45, 1.79)
C (-2.31, 2.45, 1.41)
O (-1.84, 1.33, 1.97)
C (-3.62, 2.51, 0.92)
Cl (-4.60, 1.11, 1.09)
C (-4.10, 3.66, 0.30)
Cl (-5.71, 3.69, -0.30)
S (0.15, 1.88, -1.16)
C (-0.72, 0.72, -3.91)
N (-0.98, 0.04, -5.03)
C (-1.43, 0.87, -6.17)
C (-1.46, 2.27, -5.54)
N (-0.97, 2.00, -4.18)
H (-0.87, -0.96, -5.10)
H (-2.41, 0.54, -6.52)
H (-0.73, 0.80, -7.00)
H (-2.47, 2.69, -5.52)
H (-0.82, 2.97, -6.06)
H (-0.92, 2.70, -3.46)
N (-0.40, 1.61, 4.83)
C (0.91, 1.60, 4.51)
N (1.81, 1.81, 5.50)
O (1.31, 1.33, 3.36)
H (-0.72, 1.90, 5.74)
H (-1.08, 1.55, 4.09)
H (1.54, 2.10, 6.42)
H (2.78, 1.82, 5.25)

=====

Below is a molecular structure, C59H48BN6O3Zn, with properties calculated with wB97M-V/def2-TZVPD.

Values from the calculation:
total charge = -1
LUMO level = 1.81 eV
Kohn-Sham gap = 0.202 hartree
relative energy (zero: lowest compared OMol25 entry of this formula, charge and spin) = 0.000 eV

Cartesian coordinates (Å):
Zn (0.00, 0.01, 0.43)
C (2.79, -6.79, -1.63)
C (2.08, -5.89, -2.42)
C (1.67, -4.67, -1.90)
C (1.97, -4.33, -0.58)
C (2.69, -5.23, 0.20)
C (3.10, -6.45, -0.32)
C (1.54, -3.00, -0.05)
C (2.20, -1.87, -0.59)
C (3.37, -1.94, -1.43)
C (3.77, -0.66, -1.64)
C (2.84, 0.18, -0.92)
C (2.90, 1.58, -0.90)
C (4.00, 2.23, -1.67)
C (5.29, 2.31, -1.16)
C (6.30, 2.93, -1.89)
C (6.03, 3.47, -3.14)
C (4.75, 3.39, -3.65)
C (3.74, 2.77, -2.93)
C (2.00, 2.43, -0.24)
N (0.93, 2.02, 0.48)
C (0.25, 3.12, 0.84)
C (-0.92, 3.14, 1.63)
C (-1.62, 4.45, 1.76)
C (-2.26, 5.02, 0.66)
C (-2.94, 6.22, 0.78)
C (-2.98, 6.89, 2.00)
C (-2.33, 6.33, 3.10)
C (-1.66, 5.12, 2.98)
C (-1.45, 2.05, 2.30)
C (-2.64, 2.09, 3.13)
C (-2.82, 0.84, 3.60)
C (-1.76, 0.02, 3.04)
N (-0.94, 0.78, 2.28)
C (-1.68, -1.38, 3.19)
C (-0.84, -2.21, 2.44)
C (-0.78, -3.66, 2.60)
C (0.07, -4.12, 1.66)
C (0.57, -2.96, 0.95)
N (-0.01, -1.83, 1.44)
C (-2.60, -2.01, 4.17)
C (-2.51, -1.69, 5.53)
C (-3.38, -2.26, 6.45)
C (-4.36, -3.15, 6.03)
C (-4.46, -3.47, 4.68)
C (-3.59, -2.90, 3.76)
C (0.92, 4.31, 0.34)
C (2.03, 3.87, -0.32)
N (1.90, -0.59, -0.30)
H (3.11, -7.74, -2.04)
H (1.84, -6.14, -3.44)
H (1.12, -3.96, -2.50)
H (2.94, -4.96, 1.22)
H (3.66, -7.14, 0.30)
H (3.83, -2.84, -1.80)
H (4.63, -0.32, -2.20)
H (5.50, 1.89, -0.19)
H (7.30, 2.99, -1.48)
H (6.82, 3.95, -3.70)
H (4.53, 3.82, -4.62)
H (2.73, 2.70, -3.31)
H (-2.24, 4.50, -0.29)
H (-3.45, 6.64, -0.08)
H (-3.51, 7.83, 2.10)
H (-2.35, 6.84, 4.06)
H (-1.16, 4.69, 3.84)
H (-3.26, 2.95, 3.30)
H (-3.61, 0.48, 4.24)
H (-1.31, -4.23, 3.34)
H (0.35, -5.14, 1.47)
H (-1.75, -1.00, 5.85)
H (-3.29, -2.01, 7.50)
H (-5.04, -3.60, 6.75)
H (-5.22, -4.16, 4.34)
H (-3.67, -3.14, 2.71)
H (0.60, 5.32, 0.50)
H (2.78, 4.47, -0.80)
C (-5.27, 4.98, -4.86)
C (-4.00, 5.25, -4.05)
C (-2.85, 5.47, -5.04)
C (-4.18, 6.54, -3.24)
C (-3.73, 4.08, -3.10)
C (-4.70, 3.71, -2.17)
C (-4.52, 2.66, -1.27)
C (-3.32, 1.99, -1.31)
O (-2.86, 0.98, -0.53)
B (-1.50, 0.73, -0.90)
O (-1.24, 1.57, -2.03)
C (-2.34, 2.35, -2.22)
C (-2.51, 3.39, -3.12)
H (-5.45, 5.79, -5.57)
H (-6.15, 4.90, -4.21)
H (-5.18, 4.04, -5.42)
H (-3.09, 6.30, -5.70)
H (-2.68, 4.59, -5.66)
H (-1.92, 5.71, -4.53)
H (-4.41, 7.38, -3.91)
H (-3.26, 6.78, -2.69)
H (-4.99, 6.45, -2.52)
H (-5.64, 4.25, -2.15)
H (-5.29, 2.39, -0.55)
H (-1.71, 3.66, -3.78)
N (0.56, -1.55, -3.34)
C (0.76, -0.58, -3.94)
N (0.99, 0.54, -4.64)
C (2.02, 0.42, -5.67)
C (2.27, 1.79, -6.27)
O (1.08, 2.39, -6.75)
C (0.15, 2.55, -5.69)
C (-0.24, 1.21, -5.10)
H (1.70, -0.27, -6.46)
H (2.93, 0.03, -5.21)
H (2.95, 1.71, -7.12)
H (2.74, 2.44, -5.51)
H (-0.73, 3.04, -6.12)
H (0.57, 3.19, -4.91)
H (-0.74, 0.60, -5.87)
H (-0.90, 1.32, -4.25)

=====

Below is a single C6H10O3 molecule at a distorted geometry, with properties calculated with wB97M-V/def2-TZVPD.

Values from the calculation:
SMILES = C=C(C)[C@H](O)C(=O)OC
LUMO level = 0.67 eV
Kohn-Sham gap = 0.374 hartree
relative energy (zero: lowest compared OMol25 entry of this formula, charge and spin) = 2.193 eV

Cartesian coordinates (Å):
C (0.69, -1.06, 1.50)
C (0.26, 0.05, 0.88)
C (-0.52, 1.11, 1.60)
C (1.01, 0.55, -0.56)
O (1.77, 1.74, -0.47)
C (-0.17, 0.66, -1.48)
O (-0.46, 1.67, -2.12)
O (-1.16, -0.25, -1.10)
C (-1.02, -1.66, -1.29)
H (1.28, -1.82, 1.00)
H (0.54, -1.19, 2.57)
H (-0.73, 2.00, 0.99)
H (-1.49, 0.72, 1.92)
H (0.02, 1.46, 2.48)
H (1.66, -0.28, -0.83)
H (1.37, 2.37, -1.09)
H (-1.33, -2.14, -0.36)
H (-1.71, -1.96, -2.08)
H (0.00, -1.97, -1.56)

=====

Below is 2 unconnected molecules or ions with the total composition C2H2F3P at a distorted geometry, with properties calculated with wB97M-V/def2-TZVPD.

Values from the calculation:
spin multiplicity = 3
⟨S²⟩ = 2.0046
LUMO level (alpha / beta) = 0.84 / -1.19 eV
Kohn-Sham gap (alpha / beta) = 0.370 / 0.330 hartree
relative energy (zero: lowest compared OMol25 entry of this formula, charge and spin) = 0.000 eV

Cartesian coordinates (Å):
C (-0.32, 0.30, -0.20)
C (-1.44, 0.97, -0.36)
F (-0.27, -1.03, -0.45)
F (-2.52, 0.65, -1.03)
F (-1.53, 2.24, 0.01)
P (2.49, -1.31, 0.87)
H (0.36, 0.85, 0.46)
H (3.24, -2.67, 0.69)

=====

Below is 7 unconnected molecules or ions with the total composition C24H57FI2O9S, with properties calculated with wB97M-V/def2-TZVPD.

Values from the calculation:
LUMO level = 0.28 eV
Kohn-Sham gap = 0.328 hartree

Cartesian coordinates (Å):
C (-6.40, -1.26, 0.26)
C (-5.68, -2.52, -0.15)
I (-5.10, -3.78, 1.40)
C (-5.38, -2.86, -1.39)
I (-5.95, -1.68, -3.00)
O (-4.76, -4.03, -1.72)
S (-3.15, -4.11, -2.18)
O (-2.98, -3.38, -3.41)
O (-2.65, -3.15, -0.98)
C (-1.63, -2.16, -1.29)
C (-1.00, -1.73, 0.01)
C (0.14, -0.77, -0.26)
F (1.30, -1.50, -0.56)
H (-5.74, -0.40, 0.14)
H (-7.29, -1.11, -0.36)
H (-6.69, -1.31, 1.31)
H (-2.11, -1.32, -1.79)
H (-0.89, -2.59, -1.97)
H (-0.59, -2.59, 0.55)
H (-1.73, -1.24, 0.67)
H (-0.06, -0.13, -1.13)
H (0.35, -0.12, 0.60)
C (-2.79, 3.21, 0.39)
C (-3.43, 1.88, 0.73)
C (-4.68, 2.06, 1.57)
O (-2.50, 1.04, 1.40)
H (-2.49, 3.72, 1.32)
H (-1.89, 3.07, -0.22)
H (-3.47, 3.87, -0.15)
H (-3.68, 1.35, -0.20)
H (-4.42, 2.56, 2.51)
H (-5.13, 1.10, 1.81)
H (-5.43, 2.67, 1.05)
H (-2.27, 1.48, 2.23)
C (-2.98, 5.17, 4.46)
C (-2.53, 3.82, 5.00)
C (-1.77, 3.94, 6.31)
O (-1.72, 3.15, 4.02)
H (-2.11, 5.80, 4.25)
H (-3.53, 5.05, 3.53)
H (-3.62, 5.69, 5.18)
H (-3.40, 3.18, 5.14)
H (-0.86, 4.52, 6.15)
H (-1.48, 2.95, 6.67)
H (-2.37, 4.43, 7.07)
H (-0.93, 3.69, 3.87)
C (-0.34, -6.22, 1.11)
C (-0.93, -5.87, 2.46)
C (-2.11, -6.76, 2.81)
O (-1.32, -4.49, 2.50)
H (-1.09, -6.09, 0.32)
H (0.51, -5.57, 0.88)
H (0.01, -7.26, 1.08)
H (-0.16, -5.96, 3.23)
H (-2.90, -6.65, 2.07)
H (-2.52, -6.50, 3.79)
H (-1.82, -7.81, 2.83)
H (-2.00, -4.38, 1.83)
C (1.77, 7.24, 5.34)
C (1.82, 6.09, 4.36)
C (2.34, 6.53, 3.00)
O (0.52, 5.49, 4.23)
H (1.11, 8.03, 4.98)
H (1.40, 6.91, 6.31)
H (2.76, 7.68, 5.48)
H (2.45, 5.29, 4.75)
H (1.69, 7.30, 2.57)
H (2.36, 5.69, 2.31)
H (3.34, 6.94, 3.08)
H (-0.08, 6.17, 3.88)
C (4.23, -2.03, -4.20)
C (3.58, -3.38, -3.99)
C (2.30, -3.26, -3.17)
O (4.48, -4.30, -3.37)
H (4.51, -1.58, -3.24)
H (5.15, -2.13, -4.79)
H (3.56, -1.33, -4.71)
H (3.35, -3.83, -4.96)
H (2.52, -2.86, -2.18)
H (1.84, -4.24, -3.04)
H (1.58, -2.60, -3.66)
H (4.71, -3.94, -2.51)
C (6.94, -1.70, -7.72)
C (7.03, -0.27, -7.19)
C (7.97, 0.59, -8.02)
O (7.41, -0.27, -5.82)
H (7.93, -2.17, -7.69)
H (6.26, -2.29, -7.12)
H (6.60, -1.71, -8.76)
H (6.03, 0.17, -7.19)
H (8.98, 0.17, -7.99)
H (8.00, 1.60, -7.63)
H (7.65, 0.63, -9.06)
H (8.29, -0.66, -5.76)

=====

Below is a single C5H7NO molecule at a distorted geometry, with properties calculated with wB97M-V/def2-TZVPD.

Values from the calculation:
SMILES = Cc1cc(N)co1
LUMO level = 0.82 eV
Kohn-Sham gap = 0.333 hartree
relative energy (zero: lowest compared OMol25 entry of this formula, charge and spin) = 4.265 eV

Cartesian coordinates (Å):
C (2.43, -0.17, 0.02)
C (0.95, 0.00, -0.06)
C (-0.09, -0.89, -0.40)
C (-1.26, -0.08, -0.02)
N (-2.55, -0.60, -0.07)
C (-0.86, 1.19, 0.31)
O (0.51, 1.21, 0.32)
H (2.93, 0.50, -0.68)
H (2.71, -1.20, -0.20)
H (2.79, 0.08, 1.03)
H (-0.60, -0.21, -1.31)
H (-2.51, -1.61, -0.13)
H (-3.07, -0.34, 0.76)
H (-1.37, 2.13, 0.42)